[1]
C38H45FO2 | ωB97M-V/def2-TZVPD

Calculated values
SMILES: CCCC(=O)OC[C@H](F)CC.c1ccccc1.c1ccccc1.c1ccccc1.c1ccccc1.c1ccccc1
Kohn-Sham gap in eV: 9.40
DFT total energy in hartree: -1725.13153
Spin multiplicity: 1

Cartesian coordinates (Å):
C1 -5.2715 3.9311 -0.5473
C2 -4.2742 2.6307 -0.5031
C3 -3.1406 2.6396 -1.7278
C4 -3.2150 1.1555 -2.4198
O1 -3.3556 1.1186 -3.7740
O2 -3.1962 -0.1421 -1.7274
C5 -2.1141 -0.2342 -0.7347
C6 -2.5333 -1.4943 0.2763
F1 -4.0437 -1.4771 0.2917
C7 -2.0674 -1.2681 1.8320
C8 -0.4558 -1.0331 2.0458
H1 -4.9585 4.7046 -1.3795
H2 -6.3447 3.5301 -0.8256
H3 -5.2815 4.4098 0.5388
H4 -3.7011 2.5437 0.5341
H5 -4.9219 1.6395 -0.6015
H6 -2.0741 2.7633 -1.2621
H7 -3.3657 3.4987 -2.5247
H8 -1.0586 -0.4848 -1.2188
H9 -1.9604 0.7220 -0.0766
H10 -2.1417 -2.5159 -0.2012
H11 -2.3306 -2.2814 2.4059
H12 -2.7120 -0.4356 2.3945
H13 -0.2820 0.0790 2.3660
H14 -0.1376 -1.7032 2.9709
H15 0.2143 -1.3904 1.1427
C9 3.0036 0.7810 3.0614
C10 2.3473 1.6057 3.9746
C11 2.7603 1.6405 5.3062
C12 3.8278 0.8466 5.7261
C13 4.4782 0.0149 4.8149
C14 4.0677 -0.0171 3.4825
H16 2.6859 0.7591 2.0225
H17 1.5137 2.2225 3.6481
H18 2.2507 2.2859 6.0168
H19 4.1515 0.8755 6.7628
H20 5.3064 -0.6083 5.1432
H21 4.5762 -0.6635 2.7721
C15 2.5358 -3.1945 6.3618
C16 1.6056 -2.1893 6.0989
C17 0.2535 -2.4019 6.3664
C18 -0.1695 -3.6225 6.8932
C19 0.7595 -4.6311 7.1474
C20 2.1121 -4.4171 6.8835
H22 3.5900 -3.0261 6.1596
H23 1.9347 -1.2390 5.6860
H24 -0.4707 -1.6170 6.1646
H25 -1.2224 -3.7875 7.1041
H26 0.4293 -5.5845 7.5524
H27 2.8363 -5.2024 7.0838
C21 1.0190 -4.9037 -3.7796
C22 1.0875 -3.5109 -3.7631
C23 -0.0060 -2.7632 -3.3272
C24 -1.1708 -3.4087 -2.9115
C25 -1.2427 -4.8012 -2.9368
C26 -0.1478 -5.5491 -3.3692
H28 1.8736 -5.4862 -4.1130
H29 1.9943 -3.0077 -4.0894
H30 0.0490 -1.6779 -3.3113
H31 -2.0220 -2.8266 -2.5695
H32 -2.1525 -5.3043 -2.6185
H33 -0.2031 -6.6343 -3.3866
C27 4.7864 0.9102 -0.6415
C28 3.4845 0.4287 -0.7754
C29 3.2338 -0.6977 -1.5585
C30 4.2854 -1.3407 -2.2120
C31 5.5860 -0.8536 -2.0856
C32 5.8373 0.2706 -1.2994
H34 4.9823 1.7839 -0.0258
H35 2.6645 0.9312 -0.2683
H36 2.2195 -1.0747 -1.6599
H37 4.0908 -2.2197 -2.8201
H38 6.4049 -1.3510 -2.5995
H39 6.8513 0.6486 -1.1991
C33 -3.1568 3.9520 -5.5493
C34 -1.8275 4.3737 -5.5501
C35 -1.4996 5.6481 -6.0117
C36 -2.5014 6.5002 -6.4771
C37 -3.8296 6.0752 -6.4849
C38 -4.1580 4.8021 -6.0198
H40 -3.4127 2.9614 -5.1833
H41 -1.0464 3.7088 -5.1899
H42 -0.4639 5.9776 -6.0090
H43 -2.2466 7.4941 -6.8343
H44 -4.6098 6.7369 -6.8531
H45 -5.1934 4.4718 -6.0238



[2]
C38H45N2OPSiV | ωB97M-V/def2-TZVPD

Calculated values
ΔE to the lowest compared entry with this formula, charge and spin in kcal per mole: 0.0
Kohn-Sham gap (alpha / beta) in eV: 6.96 / 6.35
DFT total energy in hartree: -3234.48195
Spin multiplicity: 2

Cartesian coordinates (Å):
V1 1.3019 0.3991 -0.4285
C1 2.5956 2.7545 -0.3677
C2 1.9757 3.3706 0.8847
C3 2.9131 3.1753 2.0766
C4 0.5315 2.8905 1.0848
C5 -0.0840 3.1380 2.4602
O1 -1.1813 2.2420 2.4965
C6 -0.7183 1.0402 1.9361
N1 0.2929 1.4387 0.8797
C7 -1.8914 0.1934 1.4988
C8 -3.1175 0.4592 2.1031
C9 -4.2199 -0.3511 1.8852
C10 -4.1089 -1.4471 1.0484
C11 -2.8981 -1.7061 0.4275
C12 -1.7725 -0.9106 0.6375
P1 -0.2232 -1.3620 -0.2682
C13 0.3273 -2.9025 0.5602
C14 1.5250 -2.8925 1.2676
C15 1.9695 -4.0351 1.9205
C16 1.2178 -5.1978 1.8763
C17 0.0255 -5.2216 1.1631
C18 -0.4117 -4.0846 0.5046
C19 -0.8705 -1.9868 -1.8593
C20 -0.1312 -2.9390 -2.5576
C21 -0.4619 -3.2723 -3.8619
C22 -1.5350 -2.6555 -4.4878
C23 -2.2757 -1.7049 -3.8009
C24 -1.9420 -1.3690 -2.4979
H1 3.5565 3.2177 -0.5944
H2 1.9683 2.8401 -1.2561
H3 2.8715 1.7012 -0.1597
H4 1.8917 4.4474 0.7000
H5 3.0181 2.1195 2.3274
H6 2.5690 3.7058 2.9640
H7 3.9006 3.5687 1.8267
H8 -0.0899 3.3930 0.3356
H9 -0.4673 4.1479 2.5924
H10 0.6184 2.8985 3.2615
H11 -3.1972 1.3148 2.7577
H12 -5.1607 -0.1217 2.3690
H13 -4.9573 -2.0942 0.8673
H14 -2.8376 -2.5417 -0.2556
H15 2.0994 -1.9753 1.3320
H16 2.9023 -4.0114 2.4697
H17 1.5601 -6.0870 2.3898
H18 -0.5616 -6.1297 1.1156
H19 -1.3273 -4.1265 -0.0701
H20 0.7192 -3.4183 -2.0864
H21 0.1278 -4.0088 -4.3924
H22 -1.7896 -2.9113 -5.5081
H23 -3.1118 -1.2135 -4.2829
H24 -2.5208 -0.6134 -1.9799
C25 -0.9184 -2.2296 3.9805
Si1 0.2295 -0.7633 4.2111
C26 1.9479 -1.3273 4.6956
C27 -0.4975 0.3402 5.5433
C28 0.3469 0.2489 2.6627
C29 1.2470 0.4078 1.6574
H25 -1.0953 -2.7352 4.9334
H26 -0.5120 -2.9603 3.2786
H27 -1.8873 -1.9012 3.5943
H28 1.9280 -1.9131 5.6170
H29 2.6070 -0.4710 4.8522
H30 2.3881 -1.9490 3.9140
H31 -0.5934 -0.1947 6.4911
H32 -1.4924 0.6848 5.2507
H33 0.1203 1.2242 5.7145
C30 0.3397 4.0247 -3.2473
N2 -0.7665 3.1954 -3.6762
C31 -2.0289 3.8447 -3.3906
C32 -0.7151 1.8773 -3.0595
C33 0.4925 1.0572 -3.4569
C34 0.8313 0.9548 -4.8045
C35 1.9192 0.1968 -5.2095
C36 2.6713 -0.4776 -4.2546
C37 2.3168 -0.3793 -2.9178
C38 1.2295 0.3901 -2.4716
H34 0.3073 4.9855 -3.7624
H35 1.2855 3.5371 -3.4836
H36 0.3094 4.2212 -2.1578
H37 -2.0739 4.8114 -3.8938
H38 -2.1773 4.0146 -2.3086
H39 -2.8539 3.2299 -3.7522
H40 -1.6280 1.3486 -3.3521
H41 -0.7445 1.9578 -1.9521
H42 0.2378 1.4905 -5.5375
H43 2.1763 0.1269 -6.2589
H44 3.5213 -1.0801 -4.5538
H45 2.9177 -0.9538 -2.1999